14
Properties=species:S:1:pos:R:3 method="wB97M-V/def2-TZVPD" e_lumo_ev=0.23 multiplicity=1 smiles="C#CC(=C)C.C#N" total_charge=0 molar_mass_da=93.1 fmax_ev_per_a=4.65 relative_energy_kj_mol=549.2
H 2.65 0.54 0.10
H 1.36 1.04 1.16
C -1.76 -1.84 1.12
H 2.00 2.22 -0.01
C 1.73 1.22 0.23
C 0.64 0.66 -0.67
C -0.75 0.83 -0.34
H 1.72 -0.77 -1.56
C -1.70 0.59 0.42
H -0.12 -0.83 -1.85
H -2.34 -1.14 0.69
H -2.72 0.37 0.26
N -1.48 -2.51 1.97
C 0.76 -0.37 -1.52